(1)
Entry from OMol25: a structure of composition C43H51N8STi in a non-equilibrium geometry (ωB97M-V/def2-TZVPD).

Atoms and positions in Å:
Ti  -0.6991  0.1686  0.0746
C  -0.9830  5.5694  2.8139
C  0.4076  4.9524  2.9626
C  0.7274  3.8827  1.9619
C  1.5240  3.8457  0.8337
C  2.2316  5.0284  0.1362
C  1.4269  5.4406  -1.1241
C  1.4135  2.6115  0.1506
C  2.0070  2.2148  -0.9400
C  1.9757  0.9836  -1.6065
C  2.7634  0.6065  -2.7405
C  3.8077  1.3539  -3.4531
C  5.2626  0.8159  -2.9965
C  2.4700  -0.7745  -2.9473
C  1.4046  -1.0490  -2.0731
C  0.6063  -2.2875  -2.1059
C  -0.3316  -2.6891  -1.1475
N  -0.7747  -1.9061  -0.2160
C  -1.6641  -2.7075  0.6297
C  -2.1941  -2.3461  1.9003
C  -1.7348  -1.2239  2.6441
N  -0.8831  -0.3550  2.1725
C  -0.8935  0.6008  3.1535
C  -0.4519  1.9580  2.9982
C  0.1831  2.5721  1.9697
N  0.5087  1.8273  0.8336
C  -1.6583  0.2230  4.3114
C  -2.1776  -0.9735  3.9807
C  -3.0334  -1.9457  4.7912
C  -2.2588  -3.2160  5.1421
C  -1.6187  1.0198  5.6386
C  -0.1726  1.2099  6.3099
C  -1.8830  -3.9160  -0.0670
C  -1.0364  -3.9661  -1.1257
C  -0.8317  -5.0556  -2.1744
C  -0.3946  -6.4119  -1.5762
C  -2.9273  -4.8812  0.3839
C  -2.5006  -5.9074  1.5643
N  1.1542  -0.0411  -1.1450
C  3.0250  -1.7384  -3.9387
C  3.8379  -2.9062  -3.3203
H  -1.1583  6.4238  3.4825
H  -1.7413  4.8627  2.8627
H  -0.9603  6.1010  1.8262
H  0.4932  4.5317  3.9510
H  1.2663  5.6892  2.9161
H  3.2248  4.6881  -0.0790
H  2.3445  5.9421  0.7198
H  0.9924  4.6329  -1.6288
H  2.1869  5.9639  -1.7499
H  0.6189  6.1859  -0.8889
H  2.6658  2.9354  -1.4571
H  3.8858  2.4129  -3.2416
H  3.8661  1.2161  -4.5247
H  5.2446  1.0943  -1.9131
H  6.1534  1.3195  -3.3970
H  5.3859  -0.2243  -3.3038
H  1.0721  -3.0843  -2.7141
H  -2.8092  -3.0580  2.3081
H  -0.6067  2.4864  3.9066
H  -3.8080  -2.3097  4.1366
H  -3.5474  -1.4890  5.6581
H  -1.8492  -3.7204  4.2446
H  -2.9152  -3.9472  5.5821
H  -1.4371  -3.0669  5.8330
H  -2.2862  0.4685  6.2686
H  -2.0007  2.0084  5.5072
H  0.0229  0.2023  6.6369
H  -0.2082  1.8591  7.1479
H  0.5214  1.5312  5.5226
H  -0.1889  -4.6803  -2.9214
H  -1.8365  -5.2629  -2.6326
H  0.6188  -6.2915  -1.3453
H  -0.4545  -7.1220  -2.3628
H  -0.9317  -6.6042  -0.7303
H  -3.3613  -5.3425  -0.4714
H  -3.8515  -4.3532  0.7265
H  -1.4853  -6.2360  1.4148
H  -3.1170  -6.8063  1.7187
H  -2.5453  -5.3750  2.4864
H  2.1107  -2.2533  -4.4102
H  3.5627  -1.1686  -4.7253
H  3.1371  -3.5550  -2.8856
H  4.4748  -2.5073  -2.4982
H  4.2448  -3.3926  -4.1673
N  -3.9335  3.2130  0.6869
C  -3.0344  2.3252  0.1210
S  -3.1992  0.5840  0.3786
N  -2.1731  2.8116  -0.7334
N  -1.4515  1.7745  -1.3828
C  -1.1406  2.1558  -2.5511
C  -0.4440  1.3252  -3.5776
C  0.4851  1.9555  -4.5004
C  1.1333  1.1349  -5.4672
C  0.7395  -0.1597  -5.5693
C  -0.2513  -0.6712  -4.7159
N  -0.8418  0.0718  -3.7410
H  -4.3284  2.8962  1.5440
H  -3.9684  4.1655  0.4703
H  -1.5134  3.1451  -2.8177
H  0.7651  2.9999  -4.4584
H  1.8983  1.4869  -6.0915
H  1.2737  -0.8117  -6.2605
H  -0.6432  -1.6947  -4.8018

Its HOMO-LUMO gap (alpha / beta) is 0.165 / 0.206 Eh. Its charge is -1. As for the multiplicity: 3. The expectation value of S² is 2.0779. For the total energy, the calculation gives -91291.906 eV. As for the LUMO energy (alpha / beta): 2.4835 / 2.1789 eV.


(2)
Entry from OMol25: a cluster of 2 separate species, C17H15Cl2F3IO3S2 in total in a non-equilibrium geometry (ωB97M-V/def2-TZVPD).

Atoms and positions in Å:
C  1.9789  -1.2196  -0.6090
C  2.7253  0.0803  -0.3047
C  2.9078  0.3491  1.1763
C  4.0700  0.1631  -1.0284
C  4.7074  1.3879  -1.2737
I  4.0165  3.2265  -0.5321
C  5.9269  1.4280  -1.9681
C  6.5589  0.2385  -2.3480
C  5.9698  -0.9859  -2.0365
C  4.7239  -1.0190  -1.4107
O  1.9250  1.1616  -0.8712
S  0.3196  1.2659  -0.3157
C  -0.4824  1.2757  -1.9007
F  -1.8260  1.4458  -1.7326
F  -0.0012  2.3233  -2.6289
F  -0.2798  0.1286  -2.6118
H  2.5352  -2.0888  -0.2368
H  0.9806  -1.2445  -0.1467
H  1.8528  -1.3086  -1.6968
H  3.6224  -0.3683  1.6015
H  3.3225  1.3577  1.2997
H  1.9585  0.2744  1.7261
H  6.3870  2.3845  -2.1878
H  7.5113  0.2731  -2.8736
H  6.4669  -1.9276  -2.2729
H  4.2529  -1.9809  -1.2027
Cl  -8.5135  1.1444  0.0793
C  -7.0753  0.5350  0.7935
C  -6.0270  1.4145  1.0980
C  -4.8498  0.9089  1.6663
C  -4.7263  -0.4541  1.9190
S  -3.1585  -1.0671  2.6306
C  -2.0723  -1.2200  1.2827
Cl  -0.6033  -1.9346  1.6883
O  -2.6830  -0.0284  3.5184
O  -3.5246  -2.3631  3.1601
C  -5.7797  -1.3267  1.6419
C  -6.9601  -0.8359  1.0630
H  -6.1252  2.4764  0.8930
H  -4.0306  1.5842  1.9107
H  -2.5279  -1.5550  0.3524
H  -5.6951  -2.3898  1.8660
H  -7.7789  -1.5094  0.8224

Its HOMO-LUMO gap is 0.188 Eh. Its charge is -1. For the total energy, the calculation gives -86982.500 eV. As for the LUMO energy: 2.0944 eV.


(3)
Entry from OMol25: a structure of composition C23H26CrN2O9P2S (ωB97M-V/def2-TZVPD).

Atoms and positions in Å:
Cr  -1.8523  1.1618  -0.8704
C  -5.1286  2.1237  -3.3162
C  -4.4898  2.7444  -2.0880
O  -5.1148  3.9792  -1.8892
P  -4.5727  1.6657  -0.5195
O  -5.3965  2.7675  0.3464
O  -5.7329  0.5711  -0.6035
O  -3.4056  1.3402  0.4252
P  -2.5949  3.1922  -2.3242
O  -3.4710  0.3781  -1.6753
O  -2.3116  3.5375  -0.8746
O  -1.6563  2.0200  -2.7306
H  -6.1040  1.7032  -3.0698
H  -4.5098  1.3556  -3.7723
H  -5.2733  2.9204  -4.0451
H  -4.9401  4.2690  -0.9837
H  -5.2751  2.5921  1.2878
H  -5.3423  -0.2523  -0.9294
H  -3.4764  0.1314  -2.6027
C  4.4232  1.7519  0.2503
N  3.1710  2.0392  -0.4360
N  2.0128  2.1652  0.3151
C  0.9432  1.7649  -0.4355
O  -0.2297  1.8961  -0.0158
C  1.4667  1.2946  -1.6742
C  2.8170  1.4526  -1.6166
C  3.8627  1.0478  -2.5940
C  1.9615  2.9688  1.4852
C  2.6885  4.1492  1.5505
C  2.6229  4.9237  2.6983
C  1.8183  4.5319  3.7585
C  1.0833  3.3577  3.6722
C  1.1573  2.5630  2.5395
H  4.3653  2.1383  1.2634
H  5.2409  2.2522  -0.2638
H  4.6168  0.6780  0.2927
H  0.8726  0.9278  -2.4928
H  3.3975  0.8046  -3.5458
H  4.4002  0.1647  -2.2424
H  4.5884  1.8457  -2.7506
H  3.2865  4.4641  0.7049
H  3.1902  5.8431  2.7549
H  1.7586  5.1441  4.6482
H  0.4496  3.0513  4.4935
H  0.5890  1.6470  2.4603
C  2.9005  -8.4811  2.1964
C  2.2912  -7.2021  1.6765
O  2.8216  -6.1302  1.7549
S  0.6712  -7.4619  0.9566
C  0.2075  -5.7990  0.5672
C  -0.7286  -5.1419  1.3576
C  -1.0982  -3.8426  1.0578
C  -0.5296  -3.1765  -0.0313
C  0.4058  -3.8498  -0.8199
C  0.7675  -5.1523  -0.5269
C  -0.9029  -1.8237  -0.3211
C  -1.2247  -0.6745  -0.5427
H  3.9630  -8.4888  1.9623
H  2.4147  -9.3630  1.7833
H  2.7883  -8.4942  3.2817
H  -1.1633  -5.6521  2.2070
H  -1.8259  -3.3236  1.6666
H  0.8442  -3.3414  -1.6682
H  1.4915  -5.6699  -1.1424

Its HOMO-LUMO gap (alpha / beta) is 0.298 / 0.263 Eh. As for the multiplicity: 5. The expectation value of S² is 6.0354. For the total energy, the calculation gives -103517.160 eV. As for the LUMO energy (alpha / beta): 0.3166 / -0.9972 eV.


(4)
Entry from OMol25: the ion C5H12NO with charge +1 in a non-equilibrium geometry (ωB97M-V/def2-TZVPD).

Atoms and positions in Å:
C  -1.7959  0.9718  0.1882
C  0.3323  -0.4299  0.6595
C  -2.9974  0.1106  -0.1759
C  0.2923  -1.6799  -0.1389
C  2.4782  0.8053  -0.4357
N  1.7141  0.3620  0.7000
O  -0.5785  0.5790  0.4080
H  -2.0792  2.0322  0.5882
H  -3.8475  0.8041  -0.1398
H  -3.0061  -0.6474  0.5177
H  -2.9026  -0.4728  -1.0598
H  0.1896  -1.5671  -1.1853
H  -0.7238  -2.1731  0.1316
H  0.9479  -2.4461  0.1270
H  3.1488  0.0514  -0.8684
H  1.7956  1.1281  -1.2747
H  3.0561  1.6841  -0.3764
H  1.5570  1.2167  1.2466
H  2.4194  -0.3289  1.0881

Its HOMO-LUMO gap (alpha / beta) is 0.276 / 0.312 Eh. Its charge is +1. For the total energy, the calculation gives -8905.750 eV. As for the LUMO energy (alpha / beta): -4.1734 / -3.6991 eV.


(5)
Entry from OMol25: a structure of composition C26H21N2O4S2W in a non-equilibrium geometry (ωB97M-V/def2-TZVPD).

Atoms and positions in Å:
W  0.6215  -0.2396  -0.2473
S  2.4422  -1.2706  -1.2829
C  3.2205  -2.1569  0.0417
C  4.1524  -3.1399  -0.2659
C  4.7591  -3.8681  0.7459
C  5.7271  -4.8835  0.4051
N  6.5039  -5.6788  0.1148
C  4.4299  -3.6096  2.0831
C  3.5064  -2.6212  2.3841
C  2.8999  -1.8972  1.3657
S  1.7404  -0.6277  1.7652
C  5.0404  -4.3618  3.1532
N  5.5324  -4.9462  4.0113
H  4.4044  -3.3458  -1.2989
H  3.2544  -2.4217  3.4179
O  -1.2097  0.4590  0.8541
C  -2.3205  -0.2132  0.1574
C  -1.8761  -1.7127  0.0702
O  -2.6143  -2.6343  0.1324
O  -0.5392  -1.8033  -0.0944
C  -3.6222  -0.0935  0.8995
C  -4.7532  -0.7355  0.3992
C  -5.9507  -0.6702  1.0898
C  -6.0335  0.0313  2.2881
C  -4.9155  0.6798  2.7835
C  -3.7133  0.6219  2.0863
C  -2.2539  0.4153  -1.2263
C  -1.0827  0.2965  -1.9917
C  -0.9431  0.9553  -3.2039
C  -1.9646  1.7738  -3.6630
C  -3.1208  1.9032  -2.9116
C  -3.2619  1.2335  -1.6982
H  -1.2643  0.2492  1.8026
H  -4.6967  -1.2982  -0.5231
H  -6.8216  -1.1782  0.6950
H  -6.9704  0.0761  2.8289
H  -4.9723  1.2400  3.7080
H  -2.8715  1.1785  2.4824
H  -0.3376  -0.5376  -1.8884
H  -0.0554  0.7967  -3.8041
H  -1.8641  2.2868  -4.6108
H  -3.9279  2.5310  -3.2675
H  -4.1649  1.3576  -1.1144
C  2.8461  3.3626  -1.4536
C  2.4380  3.7830  -0.0402
C  2.0996  2.4693  0.6069
O  1.4043  1.7315  -0.4761
C  1.8912  2.2290  -1.7902
H  3.8781  3.0135  -1.4679
H  2.7474  4.1726  -2.1727
H  1.5664  4.4372  -0.0641
H  3.2388  4.2875  0.4970
H  1.4162  2.5266  1.4454
H  2.9774  1.8930  0.8803
H  1.0148  2.5561  -2.3385
H  2.3688  1.3978  -2.2990

Its HOMO-LUMO gap (alpha / beta) is 0.248 / 0.244 Eh. Its charge is +1. For the total energy, the calculation gives -61962.831 eV. As for the LUMO energy (alpha / beta): -4.9060 / -4.9762 eV.